(1)
Formula: C33H39N2O2PPdSi
Source: OMol25
Level of theory: ωB97M-V/def2-TZVPD

Last column: Mulliken charge in e.
Atoms and positions in Å:
Pd1 0.3142 0.8231 -0.1438  -0.922
O1 5.4835 -1.4529 1.2848  -0.805
C1 4.4273 -1.1294 0.6977  0.166
O2 4.1128 -0.0185 0.2145  -0.551
C2 3.3828 -2.2756 0.5579  -0.848
P1 1.6942 -1.8180 -0.0654  0.237
C3 1.0156 -3.5390 0.1585  0.759
C4 0.3658 -4.0089 1.3004  -0.248
C5 -0.0867 -5.3208 1.3785  -0.607
C6 0.1072 -6.1952 0.3182  -0.510
C7 0.7574 -5.7443 -0.8236  -0.447
C8 1.1976 -4.4308 -0.8997  -0.669
C9 0.9422 -1.0047 1.4082  0.509
C10 1.6882 -0.5711 2.5205  -0.859
C11 1.0607 0.0014 3.6065  -0.409
C12 -0.3295 0.1770 3.6121  -0.902
C13 -1.0812 -0.2575 2.5407  -0.308
C14 -0.4617 -0.8711 1.4396  -0.552
H1 3.3066 -2.8179 1.5046  0.418
H2 3.7731 -2.9920 -0.1710  0.517
H3 0.2075 -3.3394 2.1366  0.287
H4 -0.5997 -5.6589 2.2724  0.378
H5 -0.2554 -7.2153 0.3748  0.323
H6 0.9056 -6.4135 -1.6640  0.357
H7 1.6834 -4.0765 -1.8038  0.387
H8 2.7668 -0.6715 2.5142  0.087
H9 1.6529 0.3407 4.4497  0.325
H10 -0.8144 0.6513 4.4586  0.305
H11 -2.1581 -0.1325 2.5357  0.396
H12 -1.0587 -1.3383 0.6665  1.089
C15 -1.8837 3.0107 0.8339  -1.250
C16 -2.6724 1.8222 0.3580  0.768
C17 -4.0349 1.7794 0.6297  -0.540
C18 -4.7482 0.6534 0.2085  -0.667
C19 -4.1082 -0.3393 -0.4769  -0.483
C20 -2.7054 -0.2446 -0.7800  0.294
N1 -2.0197 0.8522 -0.2940  0.040
N2 -2.0220 -1.1396 -1.4569  -0.150
Si1 -2.5077 -2.4899 -2.3358  -0.129
C21 -2.8512 -4.0156 -1.2638  -0.539
C22 -1.1253 -2.9530 -3.5312  -0.878
C23 -4.0598 -2.2444 -3.4142  -1.166
H13 -2.4008 3.9377 0.5673  0.451
H14 -0.8913 3.0041 0.3881  0.006
H15 -1.7688 2.9880 1.9217  0.243
H16 -4.5094 2.5941 1.1629  0.391
H17 -5.8090 0.5636 0.4273  0.341
H18 -4.6428 -1.2244 -0.7994  0.256
H19 -1.9756 -4.2515 -0.6505  -0.091
H20 -3.0832 -4.8971 -1.8729  0.351
H21 -3.6919 -3.8401 -0.5849  0.338
H22 -0.3385 -3.5019 -3.0088  0.061
H23 -0.6754 -2.0453 -3.9401  0.298
H24 -1.4873 -3.5746 -4.3576  0.324
H25 -4.9779 -2.1995 -2.8224  0.312
H26 -4.1612 -3.0670 -4.1309  0.343
H27 -3.9871 -1.3097 -3.9786  0.327
C24 2.3169 2.8031 1.7089  -1.979
C25 2.4992 3.0596 0.2171  3.375
C26 4.0093 3.0847 -0.0851  -1.662
C27 1.7679 2.0043 -0.5920  -0.341
C28 1.8409 4.3617 -0.2443  -0.738
C29 1.0885 5.1628 0.6105  0.036
C30 0.4875 6.3316 0.1637  -0.789
C31 0.6153 6.7277 -1.1588  -0.345
C32 1.3544 5.9368 -2.0288  -0.941
C33 1.9583 4.7752 -1.5762  -0.101
H28 2.8008 1.8561 1.9388  0.235
H29 1.2636 2.7004 1.9710  0.291
H30 2.7800 3.5919 2.3167  0.507
H31 4.4338 2.1050 0.1455  0.401
H32 4.5050 3.8570 0.5142  0.382
H33 4.2017 3.2976 -1.1386  0.350
H34 2.2380 1.9613 -1.5872  0.464
H35 0.9570 4.8626 1.6416  0.329
H36 -0.0960 6.9288 0.8555  0.355
H37 0.1375 7.6342 -1.5119  0.367
H38 1.4549 6.2225 -3.0696  0.352
H39 2.5243 4.1672 -2.2697  0.300

Calculated values
total charge	-2
spin multiplicity	1
relative energy (zero: lowest compared OMol25 entry of this formula, charge and spin)	60.28	kcal/mol
E_tot	-2299.648029	Ha


(2)
Formula: C43H39As2ErN2P
Source: OMol25
Level of theory: ωB97M-V/def2-TZVPD

Last column: Mulliken charge in e.
Atoms and positions in Å:
Er1 -0.5383 -0.8432 -1.0244  0.480
C1 1.2570 1.6651 1.3617  -1.018
C2 1.6807 0.2475 1.7085  -1.420
As1 2.2367 -0.7648 0.0475  0.552
C3 2.9041 -2.6022 0.4273  0.785
C4 3.3165 -3.4304 -0.6303  -0.186
C5 3.7535 -4.7382 -0.3957  -0.732
C6 3.8622 -5.2126 0.9140  -0.554
C7 3.4512 -4.3941 1.9656  -0.794
C8 2.9698 -3.1113 1.7231  -0.407
C9 4.0172 -0.0214 -0.0667  1.141
C10 4.6366 0.7572 0.9277  -0.526
C11 6.0221 0.9851 0.8999  -0.722
C12 6.8113 0.4825 -0.1115  -0.608
C13 6.1937 -0.1827 -1.1861  -0.938
C14 4.8317 -0.4224 -1.1630  -0.376
As2 -0.1724 1.9724 -0.1053  1.328
C15 -0.2536 3.9679 -0.2626  0.573
C16 -0.2458 4.6416 -1.4847  -0.402
C17 -0.2346 6.0309 -1.5427  -0.697
C18 -0.2014 6.7823 -0.3767  -0.482
C19 -0.2940 6.1277 0.8601  -0.633
C20 -0.3438 4.7397 0.9079  -0.364
C21 0.8331 1.4872 -1.7281  -0.171
C22 2.1008 2.1140 -1.8525  -0.569
C23 2.8925 1.9213 -2.9844  -0.525
C24 2.3983 1.1735 -4.0533  -0.661
C25 1.1475 0.5432 -3.9676  -0.659
C26 0.3811 0.6538 -2.8092  0.105
H1 2.1303 2.2712 1.0747  0.608
H2 0.8220 2.1570 2.2339  0.697
H3 0.8715 -0.3741 2.1179  0.310
H4 2.5245 0.1433 2.3927  0.958
H5 3.2301 -3.0391 -1.6624  0.253
H6 4.0433 -5.3910 -1.2486  0.411
H7 4.2493 -6.2033 1.0788  0.462
H8 3.5515 -4.7617 2.9793  0.455
H9 2.5756 -2.5098 2.5502  0.299
H10 4.0496 1.1960 1.7180  0.225
H11 6.4292 1.6217 1.7027  0.411
H12 7.8964 0.5875 -0.0946  0.424
H13 6.7226 -0.5201 -2.0843  0.448
H14 4.3517 -0.9531 -1.9869  0.373
H15 -0.2643 4.0427 -2.3859  0.419
H16 -0.2371 6.5232 -2.5215  0.410
H17 -0.1262 7.8749 -0.4153  0.405
H18 -0.3062 6.6880 1.8042  0.405
H19 -0.5300 4.2187 1.8482  0.244
H20 2.4276 2.7898 -1.0552  0.351
H21 3.9099 2.3101 -2.9682  0.510
H22 3.0260 1.0413 -4.9460  0.424
H23 0.7424 -0.0817 -4.7516  0.537
H24 -0.7172 0.4089 -2.8579  0.574
N1 -3.6229 -2.3832 -0.0303  0.085
P1 -3.3242 -0.6947 -0.4106  0.521
C27 -5.0086 -0.1252 -0.5676  0.234
C28 -5.5163 0.4100 -1.7482  -0.336
C29 -6.8789 0.7601 -1.8330  -0.736
C30 -7.7279 0.6079 -0.7199  -0.510
C31 -7.2127 0.0970 0.4509  -0.780
C32 -5.8628 -0.2299 0.5490  -0.181
C33 -2.8981 0.0299 1.1962  0.694
C34 -3.2358 1.3896 1.4005  -0.880
C35 -2.8671 2.0382 2.5868  -0.459
C36 -2.1931 1.3514 3.6035  -0.758
C37 -1.7807 0.0223 3.3941  -0.570
C38 -2.1701 -0.6268 2.2193  -0.422
C39 -2.6366 -3.3297 -0.0237  0.559
C40 -3.0232 -4.6697 0.2187  -1.079
C41 -2.0501 -5.6614 0.2791  -0.547
C42 -0.6957 -5.2913 0.0498  -0.722
C43 -0.4106 -3.9834 -0.2210  0.277
N2 -1.3434 -2.9798 -0.2463  0.095
H25 -4.5592 -2.7640 0.0611  0.300
H26 -4.8597 0.5505 -2.6005  0.373
H27 -7.2483 1.1919 -2.7718  0.417
H28 -8.7746 0.8598 -0.8056  0.442
H29 -7.8534 -0.0653 1.3181  0.425
H30 -5.4494 -0.5586 1.4910  0.473
H31 -3.7713 1.9281 0.6318  0.494
H32 -3.1827 3.0651 2.7451  0.523
H33 -1.9357 1.8657 4.5454  0.412
H34 -1.1586 -0.5037 4.1072  0.523
H35 -1.8663 -1.6470 2.0619  0.514
H36 -4.0651 -4.8465 0.4051  0.509
H37 -2.3017 -6.6939 0.5356  0.448
H38 0.0995 -6.0589 0.0496  0.462
H39 0.5997 -3.6649 -0.4418  0.069

Calculated values
total charge	+3
expectation value of S²	3.75
spin multiplicity	4
E_tot	-7598.530215	Ha


(3)
Formula: C3HO3Pb
Source: OMol25
Level of theory: ωB97M-V/def2-TZVPD

Last column: Mulliken charge in e.
Atoms and positions in Å:
O1 -2.9688 -0.3874 -0.1987  -0.244
C1 -1.8052 -0.3115 -0.2710  0.800
C2 -0.5119 -0.0769 -0.3756  -0.416
O2 0.3680 -1.0155 0.2372  -0.253
C3 1.6266 -0.6217 0.2753  -0.145
O3 2.3684 -0.9481 -0.6455  -0.274
Pb1 0.3837 1.9162 -0.5235  1.041
H1 2.5222 -1.3889 0.7410  0.490

Calculated values
total charge	+1
spin multiplicity	1
relative energy (zero: lowest compared OMol25 entry of this formula, charge and spin)	58.41	kcal/mol
E_tot	-532.976156	Ha


(4)
Formula: C42H50BrF4NPSi2Y
Source: OMol25
Level of theory: ωB97M-V/def2-TZVPD

Last column: Mulliken charge in e.
Atoms and positions in Å:
Y1 -0.2283 -0.2661 0.0542  0.481
C1 1.1169 0.2682 -4.3896  -2.147
C2 0.8333 -0.7984 -3.3654  0.719
C3 -0.4285 -1.4088 -3.2958  1.489
C4 -1.5537 -0.9370 -4.1776  -2.494
C5 -0.6146 -2.5676 -2.5145  0.566
C6 -1.9533 -3.2574 -2.5542  -1.976
C7 0.4817 -3.1324 -1.8333  1.475
C8 0.4543 -4.5454 -1.3186  -2.165
C9 1.6989 -2.4236 -1.7724  0.813
C10 2.8736 -3.0268 -1.0563  -2.249
C11 1.8724 -1.2529 -2.5342  1.143
C12 3.2383 -0.6239 -2.5869  -2.350
H1 1.0512 1.2713 -3.9657  0.280
H2 0.4282 0.2058 -5.2230  0.513
H3 2.1132 0.1324 -4.7987  0.519
H4 -2.5230 -1.0491 -3.6985  0.399
H5 -1.5670 -1.5391 -5.0870  0.402
H6 -1.4387 0.1023 -4.4667  0.546
H7 -2.7702 -2.5559 -2.3843  0.365
H8 -2.0387 -4.0385 -1.8080  0.114
H9 -2.1080 -3.7059 -3.5350  0.454
H10 0.4478 -4.5996 -0.2303  0.351
H11 1.3486 -5.0600 -1.6627  0.529
H12 -0.3960 -5.0948 -1.7058  0.468
H13 3.5257 -2.2702 -0.6306  0.407
H14 3.4669 -3.6072 -1.7627  0.401
H15 2.5645 -3.6889 -0.2546  0.552
H16 3.9098 -1.2771 -3.1443  0.470
H17 3.6596 -0.4933 -1.5913  0.350
H18 3.2310 0.3430 -3.0749  0.588
C13 2.8794 1.4970 1.3995  -0.847
Si1 1.9484 2.8873 0.4771  0.130
C14 2.3517 2.8858 -1.3807  -0.660
C15 2.3324 4.5950 1.2157  -1.100
C16 0.0496 2.4786 0.5723  2.285
C17 -0.6609 2.9469 -0.6082  -1.547
C18 -0.7299 4.3209 -0.8651  -0.601
C19 -1.3679 4.7623 -2.0055  -0.830
C20 -1.9436 3.8412 -2.8726  -0.850
C21 -1.8462 2.5046 -2.5469  -0.691
N1 -1.2170 2.0748 -1.4572  0.507
Si2 -0.9753 2.7013 2.2024  -0.123
C22 -1.1587 4.5182 2.7257  -1.112
C23 -2.6975 1.9442 1.8360  -0.591
C24 -0.0267 1.7342 3.5504  -0.556
H19 3.9398 1.5678 1.1799  0.475
H20 2.5489 0.4851 1.1275  0.140
H21 2.7842 1.6068 2.4742  0.263
H22 3.4072 3.0672 -1.5498  0.588
H23 1.8105 3.6762 -1.8910  0.392
H24 2.0903 1.9469 -1.8626  -0.359
H25 3.4072 4.7456 1.2478  0.437
H26 1.9637 4.7120 2.2283  0.307
H27 1.9200 5.4027 0.6188  0.349
H28 -0.2761 5.0096 -0.1768  0.552
H29 -1.4052 5.8162 -2.2267  0.518
H30 -2.4421 4.1484 -3.7762  0.504
H31 -2.2726 1.7355 -3.1741  0.484
H32 -1.7044 5.1039 1.9911  0.364
H33 -0.2033 5.0051 2.8993  0.332
H34 -1.7136 4.5718 3.6593  0.414
H35 -3.0497 2.2281 0.8472  0.476
H36 -3.4342 2.3058 2.5458  0.414
H37 -2.7177 0.8557 1.9029  -0.204
H38 0.8999 2.2303 3.8152  0.553
H39 0.2085 0.7086 3.2654  -0.053
H40 -0.6274 1.7086 4.4512  0.373
F1 2.6531 -2.6606 7.3148  -0.252
C25 1.7298 -2.5228 6.3826  0.466
C26 0.3807 -2.4106 6.7156  0.327
F2 -0.0012 -2.4737 7.9798  -0.258
C27 -0.5837 -2.2449 5.7194  -0.225
F3 -1.8563 -2.2062 6.1110  -0.390
C28 -0.2496 -2.1630 4.3671  -0.073
P1 -1.4095 -1.7862 2.9631  1.168
C29 -2.0337 -3.4693 2.6302  0.147
C30 -2.6826 -4.1914 3.6298  -0.517
C31 -3.2117 -5.4319 3.3297  -0.784
C32 -3.1000 -5.9511 2.0497  -0.925
C33 -2.4667 -5.2242 1.0559  -0.256
C34 -1.9354 -3.9799 1.3433  0.855
C35 -2.9030 -1.0460 3.6991  0.293
C36 -4.1235 -1.3208 3.0803  -0.676
C37 -5.2848 -0.7506 3.5662  -0.660
C38 -5.2447 0.0822 4.6730  -0.753
C39 -4.0281 0.3940 5.2566  -1.062
C40 -2.8579 -0.1424 4.7547  -0.363
C41 1.1037 -2.3404 4.0634  0.365
Br1 1.7115 -2.4793 2.2747  -0.060
C42 2.0785 -2.5111 5.0342  0.234
F4 3.3434 -2.6611 4.6582  -0.306
H41 -2.8013 -3.7797 4.6202  0.433
H42 -3.7219 -5.9898 4.0973  0.463
H43 -3.5153 -6.9201 1.8258  0.435
H44 -2.3968 -5.6312 0.0608  0.457
H45 -1.4521 -3.3802 0.5719  -0.198
H46 -4.1703 -1.9902 2.2307  0.495
H47 -6.2265 -0.9673 3.0881  0.487
H48 -6.1563 0.4949 5.0727  0.450
H49 -3.9842 1.0525 6.1083  0.509
H50 -1.9127 0.1264 5.2003  0.426

Calculated values
total charge	+2
spin multiplicity	1
relative energy (zero: lowest compared OMol25 entry of this formula, charge and spin)	0.00	kcal/mol
E_tot	-5616.859225	Ha


(5)
Formula: C4H6HgOS
Source: OMol25
Level of theory: ωB97M-V/def2-TZVPD

Last column: Mulliken charge in e.
Atoms and positions in Å:
Hg1 7.1079 2.0726 5.1661  -0.329
C1 4.0542 1.7776 6.1296  -1.004
O1 4.8574 1.8234 7.3665  -0.215
C2 6.1228 2.0263 7.0280  -0.121
C3 6.9623 1.9225 8.2029  -0.849
H1 4.0563 2.6998 5.5688  0.310
H2 2.9917 1.7091 6.3547  0.392
H3 4.3435 1.1063 5.3422  0.264
H4 7.7332 2.7790 8.1326  0.184
H5 7.5530 1.0647 7.9079  0.185
H6 6.4250 2.0059 9.1890  0.313
S1 8.7208 2.0400 2.3369  -0.744
C4 7.7285 2.4067 3.3381  -0.387

Calculated values
total charge	-2
spin multiplicity	1
E_tot	-782.508548	Ha


(6)
Formula: C13H23CdFNP
Source: OMol25
Level of theory: ωB97M-V/def2-TZVPD

Last column: Mulliken charge in e.
Atoms and positions in Å:
C1 -0.8029 -3.3328 -1.4161  -0.781
C2 0.1125 -2.5391 -2.0910  -0.855
C3 0.6532 -1.4074 -1.4559  0.744
C4 0.2313 -1.0742 -0.1814  -0.103
C5 -0.6108 -1.9073 0.5411  1.358
C6 -1.1116 -3.0630 -0.0869  -0.671
C7 1.5964 -0.6350 -2.3591  -1.245
C8 1.8207 0.8678 -2.1256  -0.678
N1 0.6853 1.6034 -1.4307  0.193
Cd1 1.0344 0.8633 0.6813  0.100
C9 -0.9141 -1.6448 1.9991  -1.270
P1 -0.7212 0.1455 2.4378  0.666
H1 0.3929 -2.6991 -3.1299  0.329
H2 -1.7538 -3.7198 0.4860  0.414
H3 -1.2640 -4.1478 -1.9549  0.370
H4 -0.1826 -2.1496 2.6559  0.402
H5 -1.9237 -1.9619 2.3039  0.547
H6 2.5852 -1.1298 -2.3239  0.446
H7 1.2651 -0.7913 -3.3979  0.378
H8 2.6768 0.9866 -1.4312  0.308
C10 -0.9215 0.1486 4.2432  -1.165
C11 -2.2409 0.8736 1.7545  -1.268
H9 2.0239 1.4133 -3.0669  0.614
C12 -0.6705 1.1742 -1.8419  -0.818
C13 0.8256 3.0660 -1.7040  -1.086
H10 3.1657 1.8286 1.8368  0.008
H11 -1.1609 1.9968 -2.3809  0.375
H12 -0.6060 0.3031 -2.5017  0.356
H13 -1.2742 0.9689 -0.9424  0.032
H14 0.0323 3.3259 -2.4229  0.339
H15 0.6705 3.6872 -0.8065  0.245
H16 1.7856 3.2862 -2.1932  0.358
H17 -3.0756 0.5811 2.3992  0.379
H18 -2.1312 1.9661 1.7508  0.328
H19 -2.4113 0.5382 0.7273  0.328
H20 -1.8754 -0.3399 4.4931  0.365
H21 -0.0845 -0.4017 4.6992  0.340
H22 -0.9074 1.1864 4.6055  0.384
H23 2.8168 2.5218 1.7577  0.013
F1 2.2700 -0.3882 1.8730  -0.779

Calculated values
total charge	0
spin multiplicity	1
relative energy (zero: lowest compared OMol25 entry of this formula, charge and spin)	12.73	kcal/mol
E_tot	-1172.737452	Ha


(7)
Formula: C3H3N3
Source: OMol25
Level of theory: ωB97M-V/def2-TZVPD

Last column: Mulliken charge in e.
Atoms and positions in Å:
C1 1.9924 1.9620 -0.7309  0.549
C2 -0.0107 1.8634 -2.1611  0.504
C3 0.0334 -0.2564 0.0990  -0.651
N1 2.9536 2.2434 -0.1294  -0.458
N2 -0.9808 2.0457 -2.7586  -0.413
N3 0.9435 1.6335 -1.3179  -0.473
H1 0.9045 -0.8701 0.3905  0.323
H2 -0.2789 0.7303 0.5176  0.334
H3 -0.6036 -0.5583 -0.7653  0.285

Calculated values
total charge	0
spin multiplicity	1
relative energy (zero: lowest compared OMol25 entry of this formula, charge and spin)	117.64	kcal/mol
E_tot	-280.193306	Ha


(8)
Formula: C3H7IN2
Source: OMol25
Level of theory: ωB97M-V/def2-TZVPD

Last column: Mulliken charge in e.
Atoms and positions in Å:
C1 1.2729 2.2977 -0.7607  -0.270
C2 -0.1651 -1.8590 -0.3516  -1.068
C3 -0.2353 -0.6647 0.5725  -0.345
N1 0.7422 1.2448 -0.2558  -0.015
N2 -0.1537 0.4262 -0.2681  -0.144
I1 -2.4158 2.0144 -1.5279  -0.119
H1 2.3550 2.3771 -0.4693  0.219
H2 0.7496 3.1134 -1.3051  0.191
H3 0.4687 -1.6211 -1.1723  0.359
H4 0.1783 -2.8252 0.0876  0.316
H5 -1.1812 -2.0449 -0.6657  0.258
H6 -0.9907 -0.9065 1.2763  0.314
H7 0.7214 -0.6791 1.1521  0.306

Calculated values
total charge	0
spin multiplicity	1
relative energy (zero: lowest compared OMol25 entry of this formula, charge and spin)	97.76	kcal/mol
E_tot	-525.555380	Ha